Entry 1:
{
  "formula": "C12H24N3O5",
  "method": "ωB97M-V/def2-TZVPD",
  "elements": ["C", "C", "C", "C", "N", "C", "O", "O", "C", "O", "O", "C", "N", "H", "H", "H", "H", "H", "H", "H", "H", "H", "H", "C", "N", "C", "C", "C", "C", "O", "H", "H", "H", "H", "H", "H", "H", "H", "H", "H", "H", "H", "H", "H"],
  "positions_angstrom": [[3.2554, 2.0259, -2.7913], [2.1962, 3.1746, -3.0766], [0.7187, 2.8406, -2.6217], [0.0100, 1.6837, -3.4322], [0.0070, 1.7134, -4.9070], [1.0460, 1.1490, -5.3658], [2.0460, 1.0184, -5.9429], [0.2109, 0.4247, -2.7351], [-0.7726, 0.2255, -1.7489], [-0.8627, -0.6656, -0.9568], [-1.6936, 1.3080, -1.7783], [-1.5568, 1.8170, -3.1165], [-2.1531, 3.0975, -3.4712], [4.2776, 2.5231, -2.7999], [3.2918, 1.2383, -3.5909], [3.0920, 1.6261, -1.7535], [2.5242, 4.0667, -2.4508], [2.2842, 3.5183, -4.1502], [0.7653, 2.5073, -1.5377], [0.1482, 3.8148, -2.6135], [-1.9660, 0.9930, -3.7891], [-2.9665, 2.9813, -4.0799], [-2.4108, 3.5699, -2.5990], [0.7279, -1.9988, 2.5055], [-0.7103, -2.3363, 2.8375], [-1.2035, -3.3366, 1.8171], [-1.5481, -1.0900, 2.7475], [-0.8224, -2.9882, 4.2200], [-0.4096, -2.1083, 5.3925], [0.9497, -1.7130, 5.2806], [0.7857, -1.7925, 1.4348], [1.0236, -1.1061, 3.0477], [1.3545, -2.8520, 2.7584], [-1.1343, -2.8852, 0.8270], [-2.2401, -3.5816, 2.0478], [-0.5762, -4.2257, 1.8749], [-1.1537, -0.3444, 3.4352], [-2.5757, -1.3464, 3.0049], [-1.4928, -0.7120, 1.7253], [-0.1939, -3.8808, 4.1822], [-1.8647, -3.2916, 4.3373], [-0.5268, -2.6800, 6.3183], [-1.0420, -1.2176, 5.4657], [1.1614, -1.1643, 6.0486]],
  "lowdin_charge": [-0.109, -0.233, -0.096, -0.381, 0.212, -0.241, 0.214, 0.074, -0.448, 0.137, 0.057, -0.334, 0.102, 0.082, 0.063, 0.075, 0.113, 0.116, 0.132, 0.125, 0.170, 0.095, 0.097, 0.019, -0.349, 0.019, 0.025, -0.086, -0.222, -0.064, 0.108, 0.101, 0.116, 0.102, 0.113, 0.115, 0.106, 0.118, 0.102, 0.142, 0.141, 0.136, 0.120, 0.113],
  "homo_lumo_gap_ev": 9.6,
  "relative_energy_kcal_mol": 28.23,
  "total_charge": 1
}

***

Entry 2:
{
  "formula": "C34H33MoO3PS5",
  "method": "ωB97M-V/def2-TZVPD",
  "elements": ["Mo", "S", "C", "S", "C", "C", "S", "S", "S", "C", "C", "C", "C", "C", "C", "C", "C", "C", "C", "O", "O", "H", "H", "H", "H", "H", "H", "H", "H", "H", "H", "H", "C", "C", "C", "C", "C", "C", "P", "C", "C", "C", "C", "C", "C", "C", "C", "C", "C", "C", "C", "H", "H", "H", "H", "H", "H", "H", "H", "H", "H", "H", "H", "H", "H", "H", "C", "C", "C", "O", "H", "H", "H", "H", "H", "H", "H"],
  "positions_angstrom": [[0.5921, 0.9354, -0.8251], [4.8764, -5.5895, -1.4839], [3.9569, -4.1906, -1.3423], [3.8718, -3.2390, 0.1512], [2.8066, -2.0742, -0.5063], [2.4123, -2.2062, -1.7636], [1.3594, -0.9456, -2.2173], [2.9860, -3.5354, -2.6733], [2.1221, -0.6904, 0.2148], [-3.6102, -3.4299, -2.6574], [-3.1590, -2.0070, -2.5300], [-3.1064, -1.1660, -3.6449], [-2.6578, 0.1615, -3.5336], [-2.6238, 1.0271, -4.7651], [-2.2690, 0.6706, -2.2704], [-2.3261, -0.1798, -1.1396], [-1.9073, 0.3066, 0.2222], [-2.7557, -1.5097, -1.2870], [-1.7966, 2.1061, -2.1311], [-2.5831, 3.0153, -2.5450], [-0.6511, 2.2894, -1.6111], [-4.0387, -3.6285, -3.6453], [-4.3819, -3.6523, -1.9131], [-2.7632, -4.1074, -2.5102], [-3.4123, -1.5425, -4.6178], [-2.6958, 0.4216, -5.6753], [-1.6812, 1.5800, -4.8303], [-3.4651, 1.7268, -4.7606], [-2.3426, 1.2873, 0.4397], [-0.8164, 0.3621, 0.2865], [-2.2557, -0.3725, 1.0082], [-2.7805, -2.1611, -0.4167], [-0.9951, 4.3935, 4.0371], [0.0688, 3.6991, 4.6057], [0.6870, 2.6625, 3.9004], [0.2538, 2.3044, 2.6146], [-0.8225, 3.0159, 2.0588], [-1.4416, 4.0523, 2.7636], [0.9951, 0.9550, 1.6271], [0.3731, -0.4876, 2.5558], [-0.6269, -1.2713, 1.9543], [-1.1718, -2.3769, 2.6132], [-0.7253, -2.7183, 3.8862], [0.2636, -1.9541, 4.4997], [0.8057, -0.8463, 3.8407], [2.7791, 1.0546, 1.9857], [3.4314, 2.3002, 2.0167], [4.8071, 2.3948, 2.2467], [5.5634, 1.2418, 2.4280], [4.9466, -0.0043, 2.3640], [3.5703, -0.0960, 2.1311], [-1.4773, 5.1973, 4.5869], [0.4194, 3.9601, 5.6008], [1.5148, 2.1408, 4.3736], [-1.1946, 2.7669, 1.0669], [-2.2743, 4.5891, 2.3170], [-1.0000, -1.0228, 0.9625], [-1.9481, -2.9658, 2.1318], [-1.1505, -3.5754, 4.4013], [0.6122, -2.2147, 5.4956], [1.5715, -0.2683, 4.3512], [2.8736, 3.2212, 1.8555], [5.2848, 3.3708, 2.2739], [6.6334, 1.3131, 2.6032], [5.5359, -0.9095, 2.4842], [3.1274, -1.0874, 2.0580], [-0.5733, -0.0380, -4.8105], [-0.3260, -0.0201, -3.3260], [-0.8236, -1.1800, -2.5060], [0.2682, 0.9196, -2.7958], [-1.1106, -0.9407, -5.1106], [0.3857, -0.0141, -5.3343], [-1.1752, 0.8321, -5.0845], [-1.3255, -1.9206, -3.1330], [-1.5361, -0.8142, -1.7623], [0.0248, -1.6603, -2.0120], [-0.0062, 2.3426, 0.1536]],
  "lowdin_charge": [1.053, 0.517, -1.394, 0.943, -1.011, -1.015, 0.868, 0.940, 0.677, -0.022, -0.261, 0.012, -0.176, -0.060, -0.060, -0.241, -0.037, 0.003, -0.523, 0.041, -0.236, 0.085, 0.091, 0.094, 0.142, 0.118, 0.097, 0.121, 0.120, -0.038, 0.099, 0.150, -0.086, -0.078, -0.083, -0.322, -0.114, -0.066, 0.825, -0.337, -0.137, -0.065, -0.084, -0.071, -0.072, -0.420, -0.082, -0.083, -0.087, -0.068, -0.231, 0.104, 0.104, 0.103, 0.047, 0.108, 0.026, 0.102, 0.104, 0.105, 0.105, 0.112, 0.103, 0.103, 0.105, 0.044, -0.014, -0.543, -0.219, -0.286, 0.112, 0.123, -0.017, 0.115, -0.069, -0.032, 0.025],
  "homo_lumo_gap_ev": [5.8, 5.7]
}

***

Entry 3:
{
  "formula": "C6H11N",
  "method": "ωB97M-V/def2-TZVPD",
  "elements": ["C", "C", "C", "C", "C", "N", "C", "H", "H", "H", "H", "H", "H", "H", "H", "H", "H", "H"],
  "positions_angstrom": [[-1.9598, -0.7489, 0.7111], [-1.6775, 0.0500, -0.5610], [-0.9498, 1.3711, -0.1408], [0.3252, 1.0810, 0.6341], [1.3428, 0.3837, -0.3849], [2.1809, -0.7153, -0.7127], [1.5306, -1.3722, 0.3259], [-1.9682, -1.8164, 0.5278], [-2.8589, -0.3841, 1.3045], [-1.0438, -0.4265, 1.2746], [-2.6468, 0.3228, -1.1172], [-1.0969, -0.5517, -1.2802], [-1.6986, 1.9697, 0.4703], [-0.7417, 1.9126, -1.0836], [0.7573, 1.9124, 1.1838], [1.4871, 1.1443, -1.2207], [0.9788, -2.3398, 0.0961], [1.8962, -1.3246, 1.3277]],
  "lowdin_charge": [-0.155, -0.292, -0.280, -0.149, -0.155, 0.060, 0.015, 0.053, 0.090, 0.032, 0.117, 0.093, 0.126, 0.094, 0.072, 0.097, 0.114, 0.068],
  "homo_lumo_gap_ev": 5.4,
  "relative_energy_kcal_mol": 187.96
}

***

Entry 4:
{
  "formula": "C4H17NO8",
  "method": "ωB97M-V/def2-TZVPD",
  "elements": ["O", "C", "N", "C", "C", "O", "C", "O", "H", "H", "H", "H", "H", "H", "H", "H", "H", "O", "H", "H", "O", "H", "H", "O", "H", "H", "O", "H", "H", "O"],
  "positions_angstrom": [[0.3048, 0.7936, -2.5226], [1.3986, 0.3048, -2.3034], [1.5360, -0.8547, -1.5651], [0.3740, -1.3886, -1.0020], [0.3389, -1.1660, 0.5165], [-0.7818, -2.0033, 0.9163], [0.3653, -2.9368, -1.2018], [0.9021, -3.4522, -2.1524], [2.3492, 0.8293, -2.7349], [2.3856, -1.0794, -1.1338], [-0.5707, -1.0332, -1.4595], [0.1657, -0.1830, 0.7993], [1.1733, -1.6776, 0.9252], [-1.2508, -1.3707, 1.6328], [-0.1376, -3.5798, -0.5720], [4.1453, 1.8297, -0.8215], [2.8099, 1.3021, -0.0572], [3.4865, 1.0704, -0.8565], [-2.0534, 1.7964, 2.9513], [-1.0053, 2.7640, 3.4901], [-1.2863, 2.3278, 2.6819], [0.5082, 1.8155, 0.9973], [1.4052, 1.7912, 2.2349], [1.3982, 2.0420, 1.3427], [-4.1446, 0.1009, 0.8593], [-3.9897, -0.9823, 1.8790], [-3.7223, -0.0358, 1.7945], [-2.7174, 0.6755, -1.9092], [-1.2360, 1.2653, -1.5347], [-2.1510, 1.0349, -1.1947]],
  "lowdin_charge": [-0.015, -0.298, 0.078, -0.276, -0.166, -0.126, -0.166, 0.067, 0.154, 0.118, 0.154, 0.078, 0.119, 0.149, 0.095, 0.076, 0.091, -0.157, 0.034, 0.039, -0.052, 0.041, 0.013, -0.039, 0.093, 0.045, -0.113, 0.048, 0.022, -0.106],
  "homo_lumo_gap_ev": 9.6,
  "relative_energy_kcal_mol": 78.88,
  "smiles": "O=CN[C@@H](C=O)CO.O.O.O.O.O"
}

***

Entry 5:
{
  "formula": "C2H4FN5",
  "method": "ωB97M-V/def2-TZVPD",
  "elements": ["C", "C", "H", "H", "H", "H", "N", "N", "N", "N", "N", "F"],
  "positions_angstrom": [[0.1007, -0.3394, -0.2090], [0.6595, 0.9566, -0.1334], [-1.8916, 0.3257, 1.1734], [-2.3981, 0.8702, -0.2732], [-1.3675, -1.7085, -0.2877], [3.0967, -0.7989, 0.1356], [-2.2231, 0.0369, 0.2415], [-1.2224, -0.7027, -0.4286], [1.0959, -1.1994, -0.0803], [2.1729, -0.4271, 0.0401], [1.9610, 0.8753, 0.0305], [0.0160, 2.1115, -0.2090]],
  "lowdin_charge": [-0.303, -0.321, 0.089, 0.059, 0.129, 0.150, 0.007, -0.061, 0.113, -0.090, 0.133, 0.097],
  "homo_lumo_gap_ev": 10.0,
  "smiles": "NNc1n[nH]nc1F"
}

***

> Which formula does entry 2 have?

C34H33MoO3PS5